Formula: C5H11O2
Source: the Open Molecules 2025 dataset
Level of theory: the ωB97M-V functional and the def2-TZVPD basis

Calculated values
**E_HOMO (alpha / beta)**: -0.3887 / -0.3840 hartree
**2S+1**: 2
**Gap between HOMO and LUMO (alpha / beta)**: 11.364 / 7.019 eV
**E_tot**: -9455.33949 eV

```
18
Properties=species:S:1:pos:R:3:nbo_charge:R:1
C 0.189 0.255 2.263 -0.42
C -0.118 0.449 0.759 -0.61
C 1.429 -0.613 2.470 -0.61
H 0.185 1.174 2.856 0.20
H -0.806 -0.028 2.612 0.21
H -1.127 0.079 0.513 0.19
H 0.516 -0.040 0.022 0.20
H 2.170 -0.406 1.661 0.20
H 1.919 -0.355 3.378 0.21
H -0.007 1.545 0.608 0.22
H 1.275 -1.651 2.442 0.21
C -1.030 -0.697 -2.697 -0.68
C -0.443 0.757 -2.887 0.71
O -0.853 1.471 -1.973 -0.17
O 0.308 1.047 -3.836 -0.60
H -0.467 -1.478 -3.189 0.25
H -1.915 -0.670 -3.360 0.24
H -1.225 -0.839 -1.642 0.23
```



Formula: BeF2N3O9
Source: the Open Molecules 2025 dataset
Level of theory: the ωB97M-V functional and the def2-TZVPD basis

Calculated values
**Net charge**: -3
**E_HOMO**: 0.0498 hartree
**Gap between HOMO and LUMO**: 5.596 eV
**E_tot**: -28716.07300 eV

```
15
Properties=species:S:1:pos:R:3:nbo_charge:R:1
Be -0.346 2.067 9.399 1.55
N 2.267 3.651 10.651 0.71
O 1.588 2.618 10.658 -0.56
O 3.319 3.809 10.129 -0.53
O 2.292 4.463 11.553 -0.55
N -0.083 -0.265 12.483 0.71
O -0.374 -0.473 13.658 -0.60
O 0.302 -1.130 11.739 -0.51
O -0.492 0.802 11.902 -0.57
N 1.287 0.819 6.812 0.70
O 1.134 0.516 8.047 -0.51
O 0.329 1.412 6.193 -0.60
O 2.226 0.422 6.142 -0.52
F -2.051 3.247 11.009 -0.86
F -1.321 -0.322 9.026 -0.86
```



Formula: C24H43AsF6N3NaO6S3
Source: the Open Molecules 2025 dataset
Level of theory: the ωB97M-V functional and the def2-TZVPD basis

Calculated values
**E_HOMO**: -0.2970 hartree
**Gap between HOMO and LUMO**: 7.321 eV
**E_tot**: -156407.36906 eV

```
87
Properties=species:S:1:pos:R:3:mulliken_charge:R:1
Na 1.315 -2.164 3.171 0.89
As 0.308 -0.690 0.287 2.23
F -0.458 -1.385 -1.151 -0.53
F -0.030 0.989 -0.226 -0.47
F 1.199 -0.267 1.857 -0.66
F 0.631 -2.322 0.811 -0.49
F 1.978 -0.508 -0.414 -0.54
F -1.260 -0.822 1.105 -0.73
C -4.222 0.014 5.013 -1.20
C -4.212 -1.426 5.583 -0.40
C -3.564 -2.451 4.756 -0.25
C -2.279 -2.173 4.120 0.10
N -1.236 -2.040 3.630 -0.35
H -3.271 0.499 4.797 0.34
H -4.697 0.684 5.729 0.37
H -4.759 0.090 4.067 0.29
H -5.188 -1.721 5.967 0.33
H -3.437 -1.322 6.343 0.23
H -4.275 -2.767 3.993 0.30
H -3.305 -3.266 5.432 0.27
C 0.600 1.269 -4.436 -0.99
C -0.310 0.089 -4.034 0.40
C -1.529 -0.025 -4.965 -0.10
C -1.378 0.111 -6.483 0.04
N -1.206 0.248 -7.648 -0.50
H 0.070 2.221 -4.485 0.38
H 1.179 0.912 -5.288 0.38
H 1.315 1.375 -3.620 0.00
H -0.717 0.213 -3.031 -0.19
H 0.322 -0.798 -4.075 0.30
H -2.258 0.748 -4.723 0.38
H -2.014 -0.989 -4.813 -0.06
C 4.305 1.612 -0.648 0.77
C 5.044 2.254 -1.845 -0.94
C 4.119 3.407 -2.352 -0.43
S 3.605 4.246 -0.870 1.09
O 2.257 4.779 -1.062 -0.67
O 4.754 5.095 -0.517 -0.66
C 3.693 2.766 0.184 -0.30
H 5.038 1.081 -0.041 -0.58
H 3.587 0.947 -1.128 -0.02
H 5.200 1.625 -2.722 0.42
H 6.025 2.630 -1.555 0.36
H 3.230 2.929 -2.762 0.04
H 4.587 4.065 -3.084 0.47
H 2.630 2.529 0.239 0.10
H 3.950 2.905 1.234 0.31
C 6.965 -0.197 2.046 -0.72
C 6.840 1.125 2.859 -0.44
C 5.605 1.096 3.808 -0.75
S 4.734 -0.544 3.657 0.94
O 3.271 -0.468 3.418 -0.52
O 5.202 -1.395 4.739 -0.67
C 5.696 -0.967 2.081 -0.28
H 7.788 -0.800 2.428 0.38
H 7.269 0.028 1.023 0.34
H 6.568 1.881 2.122 0.17
H 7.749 1.335 3.423 0.35
H 4.916 1.919 3.619 0.42
H 5.917 1.054 4.852 0.38
H 4.937 -0.600 1.391 0.01
H 5.772 -2.025 1.830 0.50
C -5.418 -2.486 -2.103 -0.99
C -4.047 -2.113 -1.475 -0.19
C -3.181 -3.334 -1.861 -0.63
S -3.724 -3.906 -3.483 1.08
O -4.162 -5.278 -3.394 -0.68
O -2.810 -3.383 -4.503 -0.63
C -5.204 -2.862 -3.581 -0.66
H -5.942 -1.534 -2.017 0.43
H -5.632 -3.367 -1.498 0.42
H -4.056 -2.113 -0.385 0.13
H -3.685 -1.194 -1.935 0.40
H -3.292 -4.248 -1.278 0.48
H -2.151 -2.986 -1.934 0.14
H -5.912 -3.424 -4.190 0.43
H -4.965 -1.970 -4.159 0.28
N -3.310 0.903 0.578 0.62
C -3.051 2.232 0.601 -0.30
C -4.149 2.931 0.449 -0.64
C -5.176 2.013 0.239 -0.59
C -4.701 0.721 0.461 -0.76
H -2.644 0.146 0.624 0.20
H -2.021 2.558 0.593 0.40
H -4.106 3.998 0.283 0.37
H -6.183 2.347 0.037 0.42
H -5.044 -0.288 0.291 0.45
```



Formula: C11H12S
Source: the Open Molecules 2025 dataset
Level of theory: the ωB97M-V functional and the def2-TZVPD basis

Calculated values
**E_HOMO (alpha / beta)**: -0.2219 / -0.2230 hartree
**Gap between HOMO and LUMO (alpha / beta)**: 4.704 / 4.781 eV
**E_tot**: -22432.02615 eV

```
24
Properties=species:S:1:pos:R:3:nbo_charge:R:1
C 1.863 -3.899 -1.174 -0.28
C 2.087 -2.613 -0.726 -0.15
C 0.789 -4.515 -0.577 -0.35
C 1.175 -2.183 0.270 -0.30
C 1.101 0.125 1.560 -0.29
C 0.463 1.374 1.364 -0.27
C 1.149 -1.043 0.932 0.13
C -0.556 1.898 0.522 -0.05
C -1.304 1.251 -0.417 -0.19
C -0.870 3.358 0.757 -0.63
C -2.366 1.868 -1.257 -0.65
S 0.009 -3.529 0.592 0.43
H 2.472 -4.371 -1.925 0.23
H 2.873 -1.966 -1.068 0.23
H 0.411 -5.500 -0.772 0.24
H 1.753 0.142 2.436 0.25
H 0.839 2.112 2.066 0.19
H -1.098 0.204 -0.592 0.19
H -1.865 3.458 1.190 0.21
H -0.856 3.911 -0.182 0.21
H -0.159 3.822 1.437 0.21
H -1.929 2.547 -1.993 0.21
H -3.065 2.451 -0.654 0.21
H -2.915 1.098 -1.792 0.22
```



Formula: C7H7N5O4Pd
Source: the Open Molecules 2025 dataset
Level of theory: the ωB97M-V functional and the def2-TZVPD basis

Calculated values
**Net charge**: +2
**E_HOMO (alpha / beta)**: -0.6084 / -0.6053 hartree
**2S+1**: 3
**Gap between HOMO and LUMO (alpha / beta)**: 8.094 / 3.863 eV
**E_tot**: -26467.35552 eV

```
24
Properties=species:S:1:pos:R:3:nbo_charge:R:1
Pd -0.003 1.843 0.436 0.84
C -0.261 2.456 2.384 0.47
O -0.503 2.785 3.464 -0.27
C -0.138 3.142 -1.216 0.49
O -0.274 3.978 -1.994 -0.28
C -1.624 0.951 -0.241 0.57
O -2.620 0.458 -0.610 -0.30
C 1.679 1.308 -0.464 0.50
O 2.731 1.228 -0.977 -0.29
C -0.205 -1.185 -3.039 -0.41
H 0.737 -1.733 -3.173 0.22
H -1.108 -1.669 -2.617 0.21
C -0.288 0.033 -3.567 -0.39
H -1.256 0.571 -3.474 0.19
H 0.609 0.643 -3.817 0.21
N -0.039 -2.041 3.737 -0.56
N -0.015 -1.873 2.367 0.18
N 0.999 -2.325 1.581 -0.15
C 1.033 -1.406 0.607 0.13
N 0.241 -0.346 0.907 -0.37
N -0.426 -0.613 1.988 -0.06
H -0.898 -1.627 4.087 0.41
H 0.087 -3.009 3.978 0.42
H 1.542 -1.568 -0.347 0.26
```



Formula: FI2PS
Source: the Open Molecules 2025 dataset
Level of theory: the ωB97M-V functional and the def2-TZVPD basis

Calculated values
**E_HOMO**: -0.3420 hartree
**Gap between HOMO and LUMO**: 8.429 eV
**E_tot**: -39042.68055 eV

```
5
Properties=species:S:1:pos:R:3:nbo_charge:R:1
F -0.042 -1.591 2.104 -0.49
P 0.803 0.832 -0.206 0.27
S -0.765 -0.528 1.054 0.31
I 1.080 -0.786 -2.041 -0.07
I -1.077 2.073 -0.911 -0.01
```



Formula: C2H12NO2S
Source: the Open Molecules 2025 dataset
Level of theory: the ωB97M-V functional and the def2-TZVPD basis

Calculated values
**Net charge**: +1
**E_HOMO**: -0.4881 hartree
**Gap between HOMO and LUMO**: 10.027 eV
**E_tot**: -18681.66098 eV

```
18
Properties=species:S:1:pos:R:3:nbo_charge:R:1
C 0.110 -0.375 1.118 -0.21
C 1.065 0.579 1.748 -0.53
S 2.633 0.668 0.645 -0.08
N 0.006 -0.299 -0.467 -0.74
H -1.009 -0.345 1.399 0.25
H 0.413 -1.422 1.219 0.24
H 1.501 0.185 2.713 0.28
H 0.465 1.476 1.959 0.23
H 3.574 1.006 1.530 0.18
H -0.608 -1.053 -0.885 0.47
H 0.887 -0.561 -0.947 0.44
H -0.318 0.606 -0.966 0.47
H -1.348 3.151 -0.866 0.47
H -1.284 3.710 -2.295 0.50
O -1.379 2.804 -1.782 -0.96
H -2.368 -3.565 -1.180 0.51
H -0.947 -3.416 -1.856 0.48
O -1.393 -3.150 -1.089 -0.98
```